Record 1
C19H22ClNO2 | ωB97M-V with the def2-TZVPD basis set

Last column: Mulliken charge in e.
Geometry (Å):
C (5.054, 0.737, -1.235)  -0.631
O (4.870, -0.658, -1.283)  -0.450
C (3.923, -1.217, -0.483)  0.547
C (3.777, -2.602, -0.590)  -0.596
C (2.839, -3.261, 0.176)  -0.481
C (2.029, -2.557, 1.053)  -0.695
C (2.172, -1.185, 1.173)  0.271
C (1.265, -0.388, 2.073)  -1.494
N (0.243, 0.276, 1.287)  0.153
C (0.117, 1.614, 1.217)  0.045
O (0.810, 2.380, 1.854)  -0.687
C (-0.976, 2.113, 0.258)  0.650
C (-2.023, 1.065, -0.006)  -0.959
C (-2.990, 0.838, 0.973)  0.014
C (-3.967, -0.124, 0.813)  -0.894
C (-3.990, -0.882, -0.347)  0.472
Cl (-5.209, -2.090, -0.562)  -0.217
C (-3.044, -0.676, -1.337)  -1.126
C (-2.068, 0.290, -1.161)  0.346
C (-0.310, 2.724, -1.001)  0.289
C (0.071, 4.177, -0.721)  -1.783
C (0.938, 1.957, -1.445)  -1.511
C (3.118, -0.516, 0.405)  0.051
H (5.846, 0.954, -1.950)  0.261
H (5.365, 1.068, -0.240)  0.330
H (4.145, 1.271, -1.530)  0.178
H (4.412, -3.134, -1.280)  0.448
H (2.734, -4.332, 0.087)  0.370
H (1.292, -3.078, 1.648)  0.381
H (1.815, 0.402, 2.592)  0.475
H (0.788, -1.040, 2.812)  0.456
H (-0.340, -0.309, 0.708)  0.260
H (-1.464, 2.937, 0.792)  0.536
H (-2.974, 1.429, 1.877)  0.465
H (-4.710, -0.285, 1.579)  0.424
H (-3.069, -1.267, -2.239)  0.415
H (-1.344, 0.434, -1.947)  0.328
H (-1.049, 2.707, -1.809)  0.435
H (0.714, 4.226, 0.155)  0.295
H (-0.815, 4.780, -0.536)  0.483
H (0.603, 4.600, -1.569)  0.439
H (1.740, 2.121, -0.729)  0.336
H (0.763, 0.886, -1.521)  0.394
H (1.269, 2.321, -2.416)  0.535
H (3.211, 0.552, 0.522)  0.442

Forces on the atoms, in the same order (eV/Å):
0.03 0.22 0.01
-0.07 -0.34 0.03
-0.12 -0.08 0.06
0.08 0.08 -0.06
0.10 0.01 -0.12
-0.07 0.17 0.15
-0.04 -0.25 0.08
0.05 0.07 0.04
0.03 -0.42 0.06
-0.59 -0.10 -0.19
0.34 0.42 0.20
0.17 0.17 0.01
-0.25 0.00 -0.05
0.05 -0.04 -0.15
-0.05 -0.06 -0.03
0.18 0.13 -0.02
-0.12 -0.11 -0.02
-0.14 -0.14 0.04
0.02 0.14 0.12
0.14 0.12 0.08
-0.07 -0.13 -0.10
-0.26 0.04 -0.12
0.23 0.12 -0.15
-0.06 0.04 0.06
-0.03 -0.01 -0.03
0.02 -0.01 0.03
0.08 -0.07 -0.09
0.01 -0.10 -0.02
-0.08 -0.05 0.09
-0.08 -0.15 0.00
0.11 0.07 -0.03
-0.01 0.12 0.03
0.06 -0.11 0.01
0.01 0.08 0.11
-0.08 -0.03 0.06
-0.03 -0.07 -0.07
0.10 0.05 -0.09
0.03 -0.03 0.08
0.06 0.04 0.07
-0.08 0.10 0.04
0.05 0.08 -0.10
0.13 -0.02 0.08
0.07 -0.12 -0.03
0.06 0.01 -0.07
0.03 0.16 -0.02

Summary:
net charge: 0
SMILES: COc1cccc(CNC(=O)[C@H](c2ccc(Cl)cc2)C(C)C)c1

***

Record 2
C15H18IN5NaOS | ωB97M-V with the def2-TZVPD basis set

Last column: Mulliken charge in e.
Geometry (Å):
Na (0.209, 0.059, 0.149)  0.927
O (0.386, 2.025, 1.061)  -0.527
C (-0.984, 2.482, 0.916)  -0.479
C (-1.189, 3.279, -0.356)  -0.526
C (-0.874, 2.522, -1.655)  -1.007
C (-1.829, 1.384, -1.927)  0.724
C (-3.022, 1.609, -2.602)  -0.638
C (-3.905, 0.563, -2.792)  -0.369
C (-3.580, -0.691, -2.297)  -0.788
C (-2.375, -0.835, -1.638)  -0.215
N (-1.506, 0.168, -1.459)  -0.081
H (0.964, 2.772, 1.239)  0.288
H (-1.269, 3.056, 1.795)  0.386
H (-1.598, 1.578, 0.925)  0.254
H (-0.576, 4.184, -0.315)  0.359
H (-2.227, 3.622, -0.373)  0.371
H (0.149, 2.140, -1.633)  0.228
H (-0.905, 3.225, -2.488)  0.442
H (-3.246, 2.600, -2.978)  0.407
H (-4.838, 0.723, -3.317)  0.417
H (-4.241, -1.537, -2.414)  0.403
H (-2.095, -1.793, -1.214)  0.421
I (6.143, -1.849, -1.093)  0.176
C (4.104, -1.777, -1.155)  -0.509
C (3.260, -2.602, -1.855)  -0.271
N (2.009, -2.178, -1.595)  -0.098
N (1.977, -1.121, -0.767)  -0.230
C (3.255, -0.874, -0.495)  -0.344
H (3.454, -3.440, -2.504)  0.453
H (1.149, -2.558, -1.951)  0.124
H (3.530, -0.064, 0.163)  0.470
S (-1.283, -1.133, 2.056)  -0.386
C (-1.833, -2.373, 3.048)  0.297
N (-1.960, -2.133, 4.388)  -0.059
C (-2.354, -3.053, 5.294)  -0.006
C (-2.639, -4.306, 4.870)  -0.692
C (-2.485, -4.533, 3.490)  0.143
N (-2.101, -3.633, 2.615)  -0.510
H (-1.733, -1.192, 4.682)  0.229
H (-2.414, -2.720, 6.321)  0.413
H (-2.956, -5.078, 5.552)  0.381
H (-2.695, -5.519, 3.087)  0.420

Forces on the atoms, in the same order (eV/Å):
0.16 -0.43 -0.12
-0.35 0.23 0.00
0.31 -0.06 0.04
-0.07 0.11 -0.06
0.05 -0.12 -0.05
0.06 -0.09 0.05
-0.02 0.07 -0.04
-0.07 -0.03 -0.03
0.01 0.04 -0.03
0.11 0.05 0.04
-0.21 0.20 0.03
-0.05 0.04 0.00
0.00 0.09 0.03
0.00 0.01 -0.02
0.04 0.00 0.00
-0.01 -0.02 -0.01
0.00 -0.03 0.06
-0.08 0.02 0.01
-0.01 -0.02 0.02
0.02 0.00 0.00
0.00 0.01 0.00
0.03 0.02 0.01
0.28 0.00 0.01
-0.20 0.09 0.06
-0.16 -0.06 -0.06
-0.12 0.04 0.00
0.50 -0.16 -0.09
-0.13 0.05 0.04
0.01 0.02 0.02
0.02 0.00 0.00
-0.01 -0.03 -0.03
-0.37 -0.15 0.35
0.46 -0.34 -0.30
-0.07 0.30 0.17
0.03 0.17 0.00
-0.01 -0.08 0.05
-0.02 -0.03 -0.23
-0.11 0.15 0.08
-0.01 -0.03 0.01
0.00 -0.02 0.00
0.00 -0.01 -0.03
0.03 0.01 0.00

Summary:
net charge: +1

***

Record 3
C25H30F3N7OS2Ti | ωB97M-V with the def2-TZVPD basis set

Last column: Mulliken spin population.
Geometry (Å):
Ti (-0.471, -0.126, -0.755)  1.365
N (0.423, 1.933, -4.570)  0.014
C (-0.153, 1.165, -3.550)  0.034
S (0.663, -0.321, -3.122)  0.003
N (-1.199, 1.646, -2.985)  0.044
N (-1.830, 0.802, -2.075)  0.120
C (-2.269, 1.355, -0.928)  0.367
C (-1.684, 2.560, -0.346)  -0.135
C (-2.420, 3.552, 0.294)  0.076
C (-1.800, 4.680, 0.827)  -0.038
C (-0.421, 4.814, 0.712)  0.058
C (0.341, 3.811, 0.127)  -0.035
C (-0.262, 2.642, -0.354)  0.067
O (0.442, 1.604, -0.747)  -0.011
H (0.955, 1.377, -5.220)  0.001
H (-0.232, 2.571, -4.998)  0.000
H (-3.204, 0.975, -0.525)  0.031
H (-3.496, 3.433, 0.368)  -0.006
H (-2.389, 5.444, 1.322)  -0.002
H (0.066, 5.701, 1.106)  0.007
H (1.422, 3.883, 0.082)  -0.001
F (-2.824, 1.704, 5.621)  0.000
C (-3.120, 0.977, 4.497)  -0.001
F (-4.211, 1.575, 3.991)  0.000
F (-3.510, -0.223, 4.969)  0.000
C (-1.941, 0.915, 3.565)  0.001
C (-0.785, 1.555, 3.961)  0.008
C (0.326, 1.485, 3.142)  -0.010
C (0.218, 0.795, 1.959)  -0.002
N (-0.893, 0.187, 1.513)  0.000
C (-2.005, 0.217, 2.319)  0.025
S (-3.463, -0.560, 1.867)  0.004
H (-0.756, 2.102, 4.892)  0.002
H (1.257, 1.971, 3.401)  0.000
H (1.080, 0.738, 1.316)  0.005
N (-1.474, -2.892, -3.430)  0.000
C (-2.723, -2.190, -3.105)  0.007
C (-3.075, -2.435, -1.650)  0.008
N (-2.141, -1.778, -0.722)  -0.001
H (-0.791, -2.613, -2.726)  0.005
H (-1.084, -2.489, -4.277)  0.001
H (-3.529, -2.595, -3.727)  0.001
H (-2.657, -1.109, -3.265)  -0.003
H (-3.058, -3.518, -1.485)  0.000
H (-4.093, -2.087, -1.451)  0.000
H (-1.783, -2.471, -0.075)  0.011
H (-2.694, -1.182, -0.091)  -0.005
C (5.270, -0.987, 0.338)  -0.001
N (4.221, -0.380, -0.445)  -0.001
C (4.053, -1.076, -1.707)  -0.003
C (2.949, -0.154, 0.267)  0.012
C (2.152, -1.417, 0.571)  -0.032
C (2.706, -2.289, 1.513)  -0.003
C (2.213, -3.572, 1.695)  0.010
C (1.163, -3.983, 0.890)  -0.007
C (0.553, -3.068, 0.039)  0.005
C (0.939, -1.718, -0.115)  -0.002
H (6.223, -0.868, -0.191)  0.000
H (5.124, -2.064, 0.521)  0.001
H (5.353, -0.484, 1.305)  0.000
H (4.978, -0.994, -2.287)  0.000
H (3.240, -0.623, -2.271)  0.002
H (3.822, -2.146, -1.574)  0.000
H (2.354, 0.520, -0.350)  -0.001
H (3.215, 0.375, 1.190)  0.002
H (3.545, -1.953, 2.117)  0.000
H (2.652, -4.238, 2.431)  0.001
H (0.794, -5.003, 0.947)  -0.001
H (-0.270, -3.456, -0.556)  0.003

Forces on the atoms, in the same order (eV/Å):
-0.52 -1.27 -0.68
0.08 0.04 -0.02
0.18 -0.23 -0.05
-0.15 0.18 -0.09
-0.13 0.24 -0.11
-0.28 0.25 -0.05
-0.12 0.51 -0.26
-0.01 0.11 -0.10
0.05 0.02 -0.01
-0.07 -0.03 -0.01
0.00 -0.02 -0.02
0.03 0.01 0.06
-0.06 0.23 0.03
0.41 0.94 0.08
-0.02 0.02 0.01
-0.04 -0.03 -0.02
0.15 -0.17 0.18
-0.01 0.02 -0.01
0.00 0.00 -0.01
0.02 -0.01 0.00
0.00 -0.01 0.00
0.07 0.01 -0.02
-0.05 0.01 0.03
-0.01 0.04 -0.07
0.01 -0.06 0.01
0.11 0.09 0.09
-0.18 -0.11 -0.13
0.24 0.10 0.09
-0.17 -0.21 0.08
-0.08 0.29 0.66
-0.13 -0.08 -0.11
-0.02 0.00 0.03
0.01 0.00 0.04
0.00 -0.01 -0.01
-0.08 0.03 -0.02
-0.11 -0.13 0.05
0.09 -0.02 -0.04
0.07 -0.05 -0.26
-0.10 -0.06 0.24
-0.03 0.04 -0.09
-0.01 0.02 0.07
-0.01 0.00 -0.04
0.00 -0.05 0.01
-0.05 0.00 0.04
0.00 0.02 -0.01
0.04 0.03 0.03
0.03 -0.13 -0.04
0.02 0.03 -0.04
-0.03 0.04 0.03
0.00 0.03 0.01
0.10 -0.09 -0.01
-0.06 -0.08 0.00
0.04 -0.02 -0.03
-0.01 0.01 0.01
0.04 -0.01 -0.01
-0.03 0.01 -0.12
0.88 -0.54 0.68
0.00 -0.01 0.00
0.02 0.01 0.00
0.01 -0.01 0.01
-0.01 -0.01 0.00
-0.04 0.01 -0.04
-0.02 0.01 -0.01
0.03 0.02 -0.02
-0.03 0.00 0.01
-0.02 -0.02 -0.02
0.00 0.00 0.00
-0.02 0.01 -0.01
-0.04 0.03 0.03

Summary:
2S+1: 3
expectation value of S²: 2.012
net charge: -2

***

Record 4
C8H16Cl8 | ωB97M-V with the def2-TZVPD basis set

Last column: Mulliken charge in e.
Geometry (Å):
Cl (-14.935, 11.091, 5.437)  -0.206
C (-15.467, 9.312, 5.592)  -0.368
C (-16.869, 9.467, 6.062)  -0.578
Cl (-17.681, 7.911, 6.174)  -0.174
H (-14.991, 8.867, 6.465)  0.296
H (-15.496, 8.780, 4.641)  0.336
H (-17.448, 10.159, 5.450)  0.353
H (-16.855, 9.892, 7.066)  0.338
Cl (-25.363, 5.963, 6.587)  -0.214
C (-26.162, 5.213, 5.216)  -0.393
C (-27.683, 5.276, 5.310)  -0.482
Cl (-28.438, 4.678, 3.853)  -0.186
H (-25.876, 4.161, 5.238)  0.288
H (-25.809, 5.797, 4.366)  0.355
H (-27.981, 6.307, 5.502)  0.307
H (-28.062, 4.722, 6.169)  0.327
Cl (-24.404, 3.727, 8.752)  -0.130
C (-23.508, 2.292, 9.270)  -0.422
C (-22.688, 2.621, 10.499)  -0.439
Cl (-23.658, 2.379, 11.947)  -0.198
H (-22.797, 2.078, 8.472)  0.170
H (-24.109, 1.412, 9.498)  0.400
H (-22.146, 3.552, 10.660)  0.339
H (-21.951, 1.823, 10.586)  0.282
Cl (-20.339, 5.713, 4.048)  -0.181
C (-21.072, 6.436, 5.495)  -0.302
C (-22.006, 5.387, 6.208)  -0.288
Cl (-21.113, 4.042, 7.067)  -0.215
H (-21.533, 7.402, 5.288)  0.341
H (-20.360, 6.775, 6.247)  0.185
H (-22.587, 4.817, 5.482)  0.261
H (-22.700, 5.937, 6.844)  0.196

Forces on the atoms, in the same order (eV/Å):
0.21 -1.39 -0.15
-0.63 1.22 0.49
-0.98 1.12 0.65
-0.25 -0.58 -0.09
0.93 -0.17 -0.83
0.87 0.18 0.14
-0.05 -0.35 -0.17
-0.10 -0.04 -0.03
-0.15 0.54 0.75
-0.55 -0.41 -0.39
0.37 0.88 1.29
-0.17 -0.19 -0.50
0.31 0.19 -0.50
-0.08 -0.61 -0.22
-0.10 0.04 -0.36
0.18 -0.26 -0.15
-0.59 -0.21 -0.12
1.35 0.79 0.10
0.69 -1.32 0.59
-0.68 0.16 0.90
-0.22 -0.10 -0.13
-0.31 0.36 -0.26
-0.44 0.16 -0.88
0.23 0.05 -0.16
0.13 0.38 0.23
-0.43 -0.91 1.59
0.38 0.56 -1.14
-0.20 1.05 -0.17
-0.74 -0.48 -0.61
0.72 -0.58 -0.28
-0.03 0.37 -0.03
0.35 -0.46 0.44

Summary:
net charge: 0
SMILES: ClCCCl.ClCCCl.ClCCCl.ClCCCl

***

Number 1: E_tot -1402.6626 Ha. Number 2: E_tot -1789.4526 Ha. Number 3: E_tot -3374.7147 Ha. Number 4: E_tot -3995.9337 Ha.